{
  "formula": "C42H68B4F4N4O22S2",
  "method": "ωB97M-V with the def2-TZVPD basis set",
  "lumo_energy_ev": -1.128,
  "total_charge": -2,
  "total_energy_ha": -4809.682681,
  "orbital_gap_ev": 1.505,
  "elements": ["C", "N", "C", "C", "C", "C", "C", "C", "C", "C", "N", "C", "C", "C", "H", "H", "H", "H", "H", "H", "H", "H", "H", "H", "H", "H", "H", "H", "B", "H", "H", "H", "H", "B", "H", "H", "H", "H", "B", "H", "H", "H", "H", "B", "H", "H", "H", "H", "C", "C", "C", "C", "C", "C", "N", "O", "O", "H", "H", "H", "H", "H", "C", "C", "C", "C", "C", "C", "N", "O", "O", "H", "H", "H", "H", "H", "O", "S", "O", "O", "C", "C", "C", "H", "H", "H", "H", "H", "H", "H", "H", "O", "S", "O", "O", "C", "C", "C", "H", "H", "H", "H", "H", "H", "H", "H", "C", "C", "O", "C", "O", "O", "F", "H", "H", "H", "C", "C", "O", "C", "O", "O", "F", "H", "H", "H", "C", "C", "O", "C", "O", "O", "F", "H", "H", "H", "C", "C", "O", "C", "O", "O", "F", "H", "H", "H"],
  "xyz": [[-0.14619, 4.05603, -1.94538], [0.03354, 2.68508, -1.44647], [1.17235, 2.02436, -1.74513], [1.36501, 0.71535, -1.35428], [0.39362, 0.10276, -0.56438], [-0.73555, 0.81081, -0.17910], [-0.94877, 2.15268, -0.66880], [0.54656, -1.32212, -0.10827], [-0.53120, -2.09239, 0.38276], [-0.34145, -3.44552, 0.71261], [0.97239, -3.97664, 0.57437], [2.05668, -3.26358, 0.29163], [1.81274, -1.91472, -0.00802], [1.05538, -5.43986, 0.53797], [-1.03742, 4.45213, -1.45865], [-0.22957, 4.05868, -3.03218], [0.66271, 4.77159, -1.79788], [1.75702, 2.52230, -2.50448], [2.25952, 0.17325, -1.62333], [-1.38046, 0.31064, 0.52824], [-1.78523, 2.72016, -0.28842], [-1.55738, -1.80244, 0.21163], [-1.11363, -4.12132, 1.04937], [2.96228, -3.80589, 0.06313], [2.67531, -1.38395, -0.38310], [1.73876, -5.67432, 1.35414], [1.47908, -5.61932, -0.45014], [0.05398, -5.86105, 0.62681], [5.52606, -0.51247, -4.98629], [5.96730, -1.00776, -5.83732], [4.45907, -0.66900, -5.02194], [5.89963, -1.04704, -4.12668], [5.92635, 0.48926, -5.00918], [5.69700, 4.78894, -7.16599], [5.78410, 4.37201, -8.15737], [5.14702, 5.70968, -7.28442], [5.14881, 4.18626, -6.45853], [6.66964, 5.05402, -6.78140], [5.19361, 7.06010, -2.23414], [4.44730, 7.42953, -2.92028], [4.61115, 6.55555, -1.47888], [5.97003, 6.49074, -2.72120], [5.71464, 7.88537, -1.77405], [6.51319, -9.05998, 0.53714], [7.09545, -8.52327, 1.27006], [5.97929, -9.86535, 1.01731], [5.83313, -8.41615, 0.00118], [7.24041, -9.42687, -0.17053], [-7.07659, -14.37527, 4.19185], [-6.77097, -13.02084, 4.34032], [-5.90697, -12.37109, 3.41939], [-5.29804, -13.15227, 2.36876], [-5.59638, -14.54570, 2.29185], [-6.44283, -15.09046, 3.22046], [-4.54516, -12.50425, 1.26880], [-4.58917, -11.29919, 1.18056], [-3.97133, -13.24197, 0.51061], [-7.79246, -14.69411, 4.93500], [-7.08642, -12.41933, 5.18000], [-5.74482, -11.30444, 3.46799], [-5.22822, -15.22544, 1.53765], [-6.79773, -16.11049, 3.22092], [-10.81784, 7.28321, -1.09815], [-9.51266, 7.16557, -1.49035], [-8.46217, 7.08719, -0.52931], [-8.74905, 7.33444, 0.81406], [-10.05474, 7.35987, 1.19874], [-11.17618, 7.30901, 0.24434], [-7.67883, 7.67132, 1.87927], [-6.50468, 7.37643, 1.63313], [-7.97369, 8.21987, 2.97417], [-11.62291, 7.31595, -1.81731], [-9.22099, 6.85643, -2.48322], [-7.43686, 7.02296, -0.86250], [-10.38543, 7.44180, 2.22360], [-12.16102, 7.51968, 0.63432], [-1.88572, -9.20259, 5.53007], [-1.26819, -10.42817, 6.14459], [-2.06783, -11.40698, 6.81715], [-0.16913, -11.17702, 5.08665], [-0.07490, -12.59329, 5.01335], [0.75164, -13.03881, 3.80430], [-0.06503, -9.87099, 7.36304], [-1.06403, -13.04617, 4.94546], [0.43164, -12.93253, 5.91692], [1.74952, -12.60359, 3.75033], [0.51788, -12.71559, 2.78990], [0.70606, -14.12338, 3.70571], [0.29596, -8.99293, 6.82750], [0.62132, -10.69884, 7.54111], [-0.46134, -9.63482, 8.35060], [-4.82421, 12.85455, -3.22669], [-3.37204, 12.98887, -2.99579], [-2.61209, 11.90662, -3.57995], [-2.80277, 14.40529, -3.51373], [-2.76161, 14.73773, -4.89001], [-1.42276, 15.08940, -5.25687], [-3.08924, 13.15281, -1.20089], [-3.43902, 15.54598, -5.16559], [-3.29003, 13.99809, -5.49151], [-1.16438, 15.97067, -4.66974], [-1.38848, 15.35056, -6.31457], [-0.68407, 14.33423, -4.98828], [-2.04589, 12.94468, -0.96380], [-3.71314, 12.42244, -0.68570], [-3.28648, 14.15261, -0.81412], [6.88857, 2.20641, 1.90011], [7.19586, 2.26991, 0.44535], [7.07650, 0.95005, 0.01572], [7.20731, 0.12340, 1.18473], [7.20689, -1.10031, 1.03224], [7.29017, 0.89149, 2.29194], [8.36433, 2.87004, 0.06076], [5.84051, 2.39092, 2.13599], [7.47827, 3.07069, 2.20568], [6.36648, 2.74573, -0.07793], [4.47197, 12.98418, -1.20904], [2.98860, 12.85603, -1.50530], [2.50056, 14.09146, -1.09394], [3.26100, 14.62164, -0.18102], [3.01350, 15.52626, 0.68900], [4.47378, 14.02976, -0.36250], [2.41079, 11.85787, -0.77565], [5.15499, 13.13691, -2.04467], [4.80738, 12.07868, -0.70340], [2.67706, 12.84516, -2.54977], [-4.64237, 1.54787, -6.67664], [-4.89083, 2.67557, -5.72649], [-4.57955, 2.04994, -4.54481], [-4.71461, 0.72786, -4.56790], [-4.51010, -0.07392, -3.66721], [-5.03383, 0.47377, -5.87754], [-6.15110, 2.98499, -5.68244], [-3.60001, 1.35610, -6.93119], [-5.25687, 1.60910, -7.57483], [-4.28913, 3.48322, -6.14334], [7.01992, -11.70190, 5.63580], [6.23890, -10.46421, 6.10326], [7.11987, -10.18140, 7.15847], [7.72046, -11.26402, 7.63910], [8.35296, -11.26802, 8.69022], [7.42154, -12.26604, 6.84278], [5.12877, -10.86205, 6.56709], [7.83319, -11.33607, 5.00902], [6.46263, -12.54175, 5.22085], [6.16491, -9.71925, 5.31099]],
  "forces_ev_per_angstrom": [[-0.38, 0.66, -0.49], [-0.71, 0.74, 0.73], [-0.34, -0.88, -0.91], [0.15, 0.64, 0.09], [0.14, -1.69, 0.43], [-0.46, 2.40, -0.95], [1.54, -3.33, 1.43], [0.39, 0.58, 0.86], [-0.13, -2.13, -0.58], [2.78, 1.95, -0.79], [-3.40, -0.30, 0.81], [-1.83, 1.90, -0.99], [1.32, -0.44, -0.77], [0.65, 0.62, 0.06], [0.05, 0.04, -0.35], [-0.46, -0.30, -0.01], [0.44, -0.56, 0.70], [0.63, 0.04, 0.30], [0.08, 0.28, -0.38], [-0.48, 0.54, -0.12], [0.12, 0.34, -0.51], [-0.10, 0.32, 0.49], [0.10, 0.01, -0.20], [0.28, 0.19, 0.35], [0.12, 0.18, 0.23], [-0.15, -0.84, -0.25], [0.04, -0.79, 0.24], [0.38, -0.12, 0.12], [-0.14, 0.12, 0.65], [1.57, -1.92, -3.95], [-4.57, -0.47, -0.30], [1.44, -1.92, 3.86], [1.38, 3.99, -0.02], [0.87, -0.57, 0.00], [0.39, -1.60, -4.18], [-2.97, 3.87, -0.61], [-2.31, -2.23, 3.01], [3.92, 0.59, 1.55], [0.15, -0.03, -0.14], [-2.87, 1.60, -3.10], [-2.20, -2.54, 3.42], [2.67, -2.60, -1.91], [1.99, 3.68, 2.11], [0.00, 0.00, 0.05], [2.16, 2.41, 3.17], [-2.26, -3.46, 1.96], [-2.88, 2.75, -2.03], [2.82, -1.78, -2.94], [0.17, 2.76, 1.40], [1.56, 0.77, -1.21], [0.24, -1.75, -1.06], [-1.92, -0.49, 1.47], [0.71, 1.33, -0.17], [-1.36, -1.24, 0.37], [-0.54, -0.24, 0.75], [0.00, 0.31, 0.15], [0.46, -0.39, -0.51], [0.03, -0.96, -0.27], [-0.48, -0.12, -0.02], [0.20, -0.03, 0.02], [0.34, 0.47, -0.24], [0.62, -0.42, -0.68], [-1.75, -0.05, 0.61], [2.38, -1.58, 1.24], [-0.34, 1.23, -0.56], [0.29, 0.31, 0.40], [-3.49, 0.09, -0.50], [3.60, 0.78, 1.23], [1.35, 0.06, 1.60], [-1.86, 0.18, -0.50], [-0.52, -1.28, -2.96], [0.08, 0.01, -0.31], [-0.23, 0.57, -0.31], [0.05, -0.15, 0.02], [0.54, 0.22, 0.23], [-0.11, -0.40, -0.21], [1.86, -3.76, 1.08], [0.38, 2.04, -0.34], [-0.46, -0.42, -0.82], [-1.79, 2.23, 0.56], [0.04, -0.73, -0.49], [0.35, 0.65, -0.86], [-0.17, -0.01, -0.78], [-0.06, 0.09, 0.20], [-0.10, -0.23, 0.09], [0.47, -0.61, 1.04], [-1.48, 0.38, 0.16], [0.50, -0.03, 0.47], [0.82, -0.09, 0.59], [0.31, 0.30, -0.48], [-0.67, 0.21, -0.45], [2.24, 1.07, 0.58], [-2.16, -1.27, -0.82], [0.17, 1.06, 0.75], [-0.65, -0.45, 1.78], [-3.00, -0.85, -1.07], [2.19, 0.68, -0.26], [0.58, 0.19, -0.34], [-0.09, 0.70, 1.03], [0.74, -0.96, 0.06], [0.24, 0.20, -0.15], [0.25, -0.08, 0.01], [-0.09, -0.18, -0.34], [0.03, -0.14, -0.35], [-0.11, 0.01, -0.40], [-0.33, 0.00, -0.46], [0.94, 1.27, -0.18], [-2.59, 0.04, -2.39], [1.08, -1.41, 2.36], [-0.02, -2.87, -3.28], [0.04, 3.99, 1.62], [-0.07, -0.27, -0.16], [-0.19, -0.67, 0.82], [0.06, -0.24, -0.14], [0.31, -0.54, 1.49], [0.42, 0.78, -0.16], [-0.19, -2.44, -1.11], [-0.03, -0.15, -1.57], [-3.02, 0.48, 0.02], [1.51, 3.44, 4.04], [0.94, -4.27, -4.42], [0.95, 3.27, 3.41], [0.09, 0.36, -0.24], [-0.39, 0.19, -0.27], [-0.01, -0.08, 0.06], [0.13, -0.92, 0.07], [-0.37, -0.64, -0.72], [2.39, -1.26, -2.27], [1.48, 2.14, 3.37], [0.51, -2.06, -0.49], [-0.91, 2.39, -2.36], [-0.49, -3.01, 1.04], [-2.94, 1.22, -0.03], [0.14, 0.65, -0.15], [0.00, -0.11, 0.11], [0.25, 0.69, 1.53], [-1.22, -0.45, -1.79], [4.65, -1.74, -2.36], [-0.31, 3.35, 0.72], [1.15, 0.24, 3.49], [-1.33, -0.33, -2.61], [1.72, -1.26, 0.84], [-4.73, -0.49, 1.84], [0.27, -0.49, -0.02], [-0.24, 0.70, -0.84], [0.03, 0.52, 0.60]],
  "mulliken_charge": [-0.9195, 0.0654, -0.6190, -0.9062, 1.2047, -0.7134, -0.2702, 1.0521, -0.7076, -0.3613, 0.0401, -0.3325, -0.7380, -0.9310, 0.2329, 0.3709, 0.4378, 0.5384, 0.5922, 0.4180, 0.3993, 0.3744, 0.3802, 0.4988, 0.4038, 0.3465, 0.3748, 0.3042, -0.0774, -0.1426, -0.2246, -0.1882, -0.1700, -0.1423, -0.1609, -0.1226, -0.1559, -0.1624, -0.0675, -0.2277, -0.2595, -0.1980, -0.2092, -0.2714, -0.1742, -0.2019, -0.1848, -0.1527, -0.4461, -0.3401, -0.5046, 0.2111, -0.2665, -0.3445, 0.9876, -0.5788, -0.5860, 0.3557, 0.3518, 0.4216, 0.4203, 0.3200, -0.2208, -0.5090, -0.2687, 0.0613, -0.1458, -0.5571, 0.8511, -0.5261, -0.5321, 0.3458, 0.3482, 0.4204, 0.3714, 0.3615, -0.5977, 1.0955, -0.5924, -0.2928, -0.0109, -1.3051, -0.8523, 0.2962, 0.2688, 0.3288, 0.3601, 0.3588, 0.3108, 0.2813, 0.3492, -0.6372, 1.1560, -0.6057, -0.2290, -0.3102, -1.0366, -0.8787, 0.2951, 0.3714, 0.2793, 0.3540, 0.2723, 0.3251, 0.3285, 0.3164, -0.3350, 0.2194, -0.2846, 0.6378, -0.5350, -0.3172, -0.2954, 0.2686, 0.3126, 0.3087, -0.3027, 0.2850, -0.2868, 0.7056, -0.6017, -0.3297, -0.2771, 0.2706, 0.2660, 0.2623, -0.5190, 0.3600, -0.3299, 0.6842, -0.5446, -0.3563, -0.2786, 0.3246, 0.3064, 0.3500, -0.4916, 0.2604, -0.3340, 0.7125, -0.5837, -0.3285, -0.2831, 0.3193, 0.2774, 0.4395]
}